*one*
Here is a 2-piece molecular cluster, C3H7NOS overall from OMol25. Energies are from ωB97M-V/def2-TZVPD.

Last column: Mulliken charge in e.
Positions of all 13 atoms, in Å:
C1 -0.057 -1.284 -0.462  -0.325
C2 -1.436 1.393 1.304  -0.217
C3 1.975 0.020 -0.837  -0.711
N1 0.750 -0.333 -0.247  -0.286
O1 -2.883 -0.627 0.678  -0.522
S1 -2.927 0.703 1.290  0.347
H1 -0.998 -1.388 -0.092  0.379
H2 0.251 -1.972 -1.308  0.177
H3 -1.403 2.198 1.946  0.337
H4 -0.597 0.848 0.688  0.088
H5 2.941 -0.240 -0.161  0.231
H6 2.284 -0.528 -1.840  0.249
H7 2.100 1.209 -0.960  0.253

Output
orbital gap: 9.31 eV
HOMO level: -9.3 eV

***

*two*
Here is a 2-piece molecular cluster, C3H7NOS overall from OMol25. Energies are from ωB97M-V/def2-TZVPD.

Last column: Mulliken charge in e.
Positions of all 13 atoms, in Å:
C1 0.117 1.649 -1.201  0.191
C2 0.312 -1.404 1.149  -0.882
C3 1.099 -0.687 0.154  -0.251
N1 -0.587 0.822 -0.480  -0.331
O1 1.116 1.302 -1.755  -0.556
S1 -1.891 0.995 0.527  -0.171
H1 -0.451 2.590 -1.417  0.319
H2 -0.504 -1.807 0.440  0.274
H3 0.742 -2.208 1.738  0.338
H4 -0.295 -0.717 1.706  0.248
H5 1.574 0.217 0.252  0.423
H6 1.496 -1.239 -0.764  0.260
H7 -2.726 0.489 -0.350  0.137

Output
orbital gap (alpha / beta): 8.04 / 8.03 eV
HOMO level (alpha / beta): -8.7 / -8.7 eV

***

*three*
Here is the molecule C3H7NOS from OMol25. Energies are from ωB97M-V/def2-TZVPD.

Last column: Mulliken charge in e.
Positions of all 13 atoms, in Å:
C1 -2.140 -0.856 0.616  -1.017
C2 -1.389 -0.397 -0.629  -0.424
S1 -0.343 1.081 -0.325  -0.036
N1 0.891 0.527 0.791  -0.228
C3 1.861 -0.385 0.366  0.081
O1 1.919 -0.943 -0.692  -0.494
H1 -2.775 -1.708 0.367  0.320
H2 -2.814 -0.093 0.992  0.285
H3 -1.433 -1.136 1.372  0.322
H4 -1.991 -0.037 -1.440  0.330
H5 -0.690 -1.152 -0.999  0.290
H6 1.033 1.093 1.603  0.241
H7 2.574 -0.576 1.185  0.330

Output
SMILES string: CCSNC=O
orbital gap: 9.63 eV
HOMO level: -8.9 eV

***

Most stable structure, least stable structure: *three*, *two*.

***

*one*
Here is a 3-piece molecular cluster, C4H14NO2 overall from OMol25. Energies are from ωB97M-V/def2-TZVPD.

Last column: Mulliken charge in e.
Positions of all 21 atoms, in Å:
C1 -1.794 -1.026 -0.127  -0.754
C2 -1.307 -0.197 -1.332  -0.358
C3 -0.880 1.224 -1.041  -0.741
C4 0.075 1.239 1.288  -0.297
N1 0.193 1.237 0.019  0.063
H1 -1.437 -2.049 -0.196  0.246
H2 -1.484 -0.477 0.769  0.136
H3 -2.878 -1.023 0.025  0.351
H4 -0.666 -0.776 -1.987  0.415
H5 -2.204 0.018 -1.924  0.275
H6 -0.353 1.630 -1.890  0.299
H7 -1.679 1.848 -0.692  0.408
H8 0.525 0.483 1.937  0.291
H9 -0.631 1.943 1.732  0.353
H10 0.984 0.667 -0.317  0.335
H11 1.979 -1.647 1.700  0.309
H12 1.077 -2.559 2.358  0.310
O1 1.032 -1.855 1.693  -0.596
H13 3.372 -0.135 -1.168  0.308
H14 3.309 0.982 -0.117  0.302
O2 2.767 0.475 -0.730  -0.655

Output
net charge: +1
orbital gap: 10.65 eV
HOMO level: -15.4 eV

***

*two*
Here is a 2-piece molecular cluster, C4H14NO2 overall from OMol25. Energies are from ωB97M-V/def2-TZVPD.

Last column: Mulliken charge in e.
Positions of all 21 atoms, in Å:
O1 0.169 -0.978 -1.696  -0.543
C1 1.404 -0.413 -1.236  -0.661
C2 1.012 0.640 -0.160  0.279
N1 -0.149 0.006 0.563  -0.107
C3 -0.495 0.727 1.810  -1.006
C4 2.192 0.962 0.713  -1.500
H1 0.272 -1.124 -2.640  0.360
H2 1.958 -0.040 -2.103  0.443
H3 2.065 -1.094 -0.694  0.337
H4 0.671 1.552 -0.647  0.294
H5 -0.935 -0.070 -0.091  0.385
H6 0.149 -0.932 0.842  0.389
H7 0.170 0.626 2.654  0.377
H8 -1.479 0.359 2.091  0.364
H9 -0.379 1.821 1.699  0.400
H10 3.063 1.364 0.208  0.404
H11 2.087 1.629 1.608  0.361
H12 2.609 0.174 1.344  0.417
H13 -3.624 -1.553 -0.499  0.316
H14 -4.162 -0.240 -0.306  0.318
O2 -3.369 -0.737 -0.056  -0.625

Output
net charge: +1
orbital gap: 12.19 eV
HOMO level: -14.9 eV

***

*three*
Here is a 2-piece molecular cluster, C4H14NO2 overall from OMol25. Energies are from ωB97M-V/def2-TZVPD.

Last column: Mulliken charge in e.
Positions of all 21 atoms, in Å:
C1 -1.583 0.212 -0.957  -0.820
O1 -2.137 -0.499 0.105  -0.490
C2 -0.177 0.698 -0.636  0.006
C3 0.039 1.113 0.795  -0.442
C4 1.466 1.627 1.124  -1.184
N1 0.768 -0.456 -0.950  -0.233
H1 -1.557 -0.382 -1.892  0.340
H2 -2.163 1.081 -1.282  0.461
H3 -3.073 -0.282 0.171  0.332
H4 0.095 1.459 -1.364  0.370
H5 -0.665 1.898 1.071  0.435
H6 -0.158 0.250 1.426  0.288
H7 1.789 1.238 2.079  0.329
H8 2.231 1.275 0.437  0.333
H9 1.560 2.705 1.142  0.322
H10 0.486 -1.283 -0.391  0.233
H11 1.765 -0.303 -0.815  0.369
H12 0.658 -0.734 -1.925  0.395
H13 -0.368 -3.589 0.285  0.292
H14 0.764 -3.169 1.171  0.290
O2 0.259 -2.860 0.405  -0.625

Output
net charge: +1
orbital gap: 11.56 eV
HOMO level: -14.6 eV

***

Most stable structure, least stable structure: *three*, *one*.

***

*one*
Here is a 2-piece molecular cluster, C4H14NO2 overall from OMol25. Energies are from ωB97M-V/def2-TZVPD.

Last column: Mulliken charge in e.
Positions of all 21 atoms, in Å:
O1 -1.265 -1.119 0.615  -0.639
C1 -0.349 -1.331 -0.468  -0.699
C2 0.961 -0.588 -0.297  0.286
N1 0.768 0.832 0.232  -0.243
C3 0.548 0.933 1.724  -0.985
C4 1.684 -0.425 -1.643  -1.392
H1 -1.264 -1.774 1.317  0.343
H2 -0.107 -2.383 -0.562  0.509
H3 -0.921 -0.996 -1.324  0.356
H4 1.558 -1.048 0.485  0.313
H5 -0.079 1.204 -0.235  0.428
H6 1.394 1.600 0.001  0.439
H7 0.037 1.901 1.835  0.399
H8 -0.297 0.298 1.968  0.309
H9 1.481 1.036 2.263  0.396
H10 2.173 -1.335 -1.966  0.396
H11 2.609 0.124 -1.430  0.415
H12 1.078 0.180 -2.311  0.383
H13 -2.482 1.951 0.089  0.314
H14 -2.085 0.468 0.037  0.329
O2 -1.825 1.348 -0.277  -0.657

Output
net charge: +1
orbital gap: 12.32 eV
HOMO level: -15.2 eV

***

*two*
Here is a 3-piece molecular cluster, C4H14NO2 overall from OMol25. Energies are from ωB97M-V/def2-TZVPD.

Last column: Mulliken charge in e.
Positions of all 21 atoms, in Å:
C1 1.538 0.550 1.225  -1.273
C2 0.133 0.276 1.736  -0.321
C3 -0.948 0.313 0.681  0.515
C4 -2.241 0.249 0.907  -1.181
N1 -0.501 0.130 -0.714  -0.108
H1 2.274 0.623 2.028  0.362
H2 1.904 -0.280 0.614  0.308
H3 1.525 1.479 0.662  0.346
H4 0.081 -0.740 2.130  0.259
H5 -0.164 0.889 2.572  0.427
H6 -2.612 0.453 1.896  0.282
H7 -3.035 0.168 0.184  0.310
H8 -1.254 0.480 -1.303  0.434
H9 -0.387 -0.874 -0.955  0.371
H10 0.369 0.614 -0.996  0.348
H11 0.892 1.278 -3.103  0.299
H12 2.071 2.050 -2.594  0.305
O1 1.427 1.389 -2.306  -0.655
H13 0.515 -3.276 -0.665  0.291
H14 -0.969 -3.100 -0.558  0.302
O2 -0.143 -2.579 -0.527  -0.623

Output
net charge: +1
orbital gap: 10.91 eV
HOMO level: -14.0 eV

***

Most stable structure, least stable structure: *two*, *one*.

***

*one*
Here is a 2-piece molecular cluster, C6H11NO overall from OMol25. Energies are from ωB97M-V/def2-TZVPD.

Last column: Mulliken charge in e.
Positions of all 19 atoms, in Å:
C1 -0.552 -2.653 0.105  -1.244
C2 -0.408 -1.207 0.422  0.755
C3 0.072 -0.689 1.602  -0.610
N1 -0.007 0.675 1.500  -0.034
C4 -0.439 1.051 0.254  0.042
C5 -0.492 2.524 -0.064  -1.264
C6 -0.672 -0.107 -0.435  -0.582
H1 -1.588 -2.884 -0.150  0.300
H2 -0.003 -2.951 -0.793  0.260
H3 -0.427 -3.347 0.933  0.350
H4 0.630 -1.206 2.366  0.363
H5 0.449 1.267 2.160  0.208
H6 0.323 2.983 0.492  0.365
H7 -0.461 2.673 -1.134  0.298
H8 -1.456 2.857 0.231  0.325
H9 -0.948 -0.280 -1.459  0.484
O1 2.167 0.738 -2.160  -0.648
H10 2.050 0.541 -1.224  0.312
H11 1.762 0.013 -2.644  0.318

Output
SMILES string: Cc1c[nH]c(C)c1.O
orbital gap: 8.82 eV
HOMO level: -8.0 eV

***

*two*
Here is a 2-piece molecular cluster, C6H11NO overall from OMol25. Energies are from ωB97M-V/def2-TZVPD.

Last column: Mulliken charge in e.
Positions of all 19 atoms, in Å:
O1 0.151 1.898 -3.620  -0.472
C1 0.602 0.925 -3.046  -0.089
C2 -0.198 0.007 -2.299  -0.404
C3 0.079 -0.421 -0.916  -0.424
C4 -1.068 -0.305 0.109  -0.425
N1 0.972 -0.702 3.284  -0.661
C5 0.498 -0.862 2.071  0.163
C6 -0.737 -0.606 1.541  -0.626
H1 1.698 0.781 -2.843  0.287
H2 -0.081 2.459 1.474  0.172
H3 -1.251 -0.137 -2.533  0.392
H4 0.367 -1.506 -0.893  0.282
H5 0.969 0.108 -0.546  0.383
H6 -1.456 0.708 -0.005  0.401
H7 -1.848 -1.036 -0.118  0.354
H8 0.455 2.086 1.109  -0.166
H9 1.192 -1.603 3.713  0.267
H10 1.266 -1.290 1.340  0.243
H11 -1.611 -0.503 2.178  0.324

Output
orbital gap: 3.02 eV
HOMO level: -6.7 eV

***

*three*
Here is C6H11NO as an isolated structure from OMol25. Energies are from ωB97M-V/def2-TZVPD.

Last column: Mulliken charge in e.
Positions of all 19 atoms, in Å:
C1 -1.024 -1.904 -0.832  -1.193
C2 -0.708 -0.338 -0.991  0.092
C3 -1.921 0.318 -0.277  -0.935
C4 0.975 1.514 -0.539  -0.659
C5 1.411 1.354 1.112  -0.455
C6 0.849 -0.154 0.781  0.440
H1 -2.033 -1.944 -1.423  0.325
H2 -0.319 -2.617 -1.343  0.312
H3 -1.214 -2.118 0.171  0.363
H4 -0.581 -0.001 -1.988  0.385
H5 -2.902 0.472 -0.983  0.322
H6 -1.590 1.478 -0.188  0.217
H7 -2.396 -0.058 0.718  0.257
H8 1.841 1.696 -1.114  0.313
H9 0.131 2.226 -0.617  0.239
H10 0.633 2.119 1.692  0.197
H11 2.664 1.752 1.624  0.271
N1 0.502 0.155 -0.481  0.046
O1 0.595 -1.103 1.411  -0.536

Output
orbital gap: 10.27 eV
HOMO level: -9.3 eV

***

*four*
Here is the molecule C6H11NO from OMol25. Energies are from ωB97M-V/def2-TZVPD.

Last column: Mulliken charge in e.
Positions of all 19 atoms, in Å:
C1 2.520 -0.231 0.767  -0.720
C2 1.710 -0.638 -0.218  -0.579
C3 0.183 -0.421 -0.335  0.729
N1 -0.615 -1.603 -0.076  -0.551
C4 -0.224 0.554 -1.412  -0.860
C5 -0.276 0.948 0.042  -0.242
C6 -1.652 1.113 0.739  -0.712
O1 -2.700 0.404 0.096  -0.590
H1 3.578 -0.473 0.762  0.278
H2 2.152 0.370 1.594  0.285
H3 2.153 -1.240 -1.012  0.297
H4 -0.407 -1.973 0.852  0.241
H5 -0.379 -2.346 -0.734  0.293
H6 -1.157 0.397 -1.942  0.263
H7 0.548 1.005 -2.027  0.292
H8 0.410 1.692 0.428  0.544
H9 -1.578 0.768 1.776  0.260
H10 -1.917 2.173 0.744  0.364
H11 -2.349 -0.499 -0.043  0.407

Output
SMILES string: C=C[C@]1(N)C[C@H]1CO
orbital gap: 10.52 eV
HOMO level: -9.6 eV

***

Most stable structure, least stable structure: *one*, *two*.